DFT (ωB97M-V with the def2-TZVPD basis set) results for a cluster of 2 separate species, C2H3N3S in total.

gap between HOMO and LUMO	0.2915	Ha
ΔE to the lowest compared entry with this formula, charge and spin	113.7	kcal per mole
energy	-17422.8653	eV

Last column: Löwdin charge in e.
Element x y z (Å)
C1 2.23099 0.54449 -0.58444  -0.45
C2 2.93054 -0.67796 -0.20319  -0.70
N1 3.00470 -1.87384 -0.41491  0.13
N2 1.07837 0.91684 -0.44644  -0.10
N3 0.06703 1.37190 -0.68928  0.22
S1 3.84282 0.75746 0.38877  0.84
H1 -2.64885 1.32952 -0.29706  0.01
H2 3.82203 -2.38093 -0.13219  0.06
H3 -2.04572 1.05548 0.09918  -0.02

DFT (ωB97M-V with the def2-TZVPD basis set) results for a structure of composition C32H35ClIrN3O7P.

2S+1	2
gap between HOMO and LUMO (alpha / beta)	0.2392 / 0.2468	Ha
⟨S²⟩	0.785
ΔE to the lowest compared entry with this formula, charge and spin	96.0	kcal per mole
energy	-77202.6379	eV

Last column: Löwdin spin population.
Element x y z (Å)
Ir1 0.50276 -0.81514 0.56034  0.00
C1 1.75726 -0.85214 5.08334  0.01
C2 1.18386 -0.41284 3.75104  0.07
O1 1.08076 -1.26374 2.85374  0.09
C3 0.79976 0.95036 3.70374  0.12
C4 0.20356 1.69996 2.70104  0.03
C5 -0.17424 3.12036 3.02064  -0.01
N1 -0.10914 1.26546 1.47204  0.16
N2 -0.81254 2.10356 0.75894  0.43
C6 -1.00384 1.85786 -0.61976  0.04
O2 0.24316 1.89426 -1.29926  0.02
C7 -1.82714 2.98376 -1.22956  0.00
C8 -1.81844 3.12256 -2.61386  0.00
C9 -2.48664 4.17376 -3.21436  0.00
C10 -3.17134 5.09306 -2.43556  0.00
C11 -3.18684 4.95286 -1.05866  0.00
C12 -2.51314 3.90486 -0.45096  0.00
H1 2.05166 -1.89604 5.03144  0.00
H2 0.99696 -0.73644 5.85244  0.00
H3 2.61426 -0.23674 5.34764  0.00
H4 1.00016 1.49446 4.61564  0.01
H5 0.25636 3.44916 3.96014  0.00
H6 -1.25924 3.18836 3.07504  0.00
H7 0.15006 3.76896 2.21044  0.00
H8 -1.28854 2.39496 -3.20816  0.00
H9 -2.46254 4.28656 -4.28856  0.00
H10 -3.70184 5.90916 -2.90486  0.00
H11 -3.71574 5.67376 -0.45306  0.00
H12 -2.50664 3.79286 0.62234  0.00
Cl1 5.98896 -5.51774 2.17254  0.00
C13 5.00986 -4.17574 1.70564  0.00
C14 5.34066 -2.89344 2.15394  0.00
C15 4.55246 -1.82514 1.81794  0.00
C16 3.39676 -1.96004 0.99904  0.00
O3 2.73206 -0.92574 0.68674  -0.01
C17 3.07656 -3.29814 0.55554  0.00
C18 1.90386 -3.55374 -0.21466  0.00
O4 1.08996 -2.71714 -0.65126  0.00
C19 3.89946 -4.37454 0.91674  0.00
H13 6.21356 -2.75994 2.77184  0.00
H14 4.79476 -0.83234 2.16434  0.00
H15 1.69896 -4.62184 -0.40416  0.00
H16 3.65516 -5.36704 0.56654  0.00
C20 0.12486 -1.13404 -4.94626  0.00
C21 0.88696 -1.00244 -3.63536  0.00
O5 0.42616 0.16436 -2.96656  0.00
P1 0.99076 0.48896 -1.47406  0.00
O6 -1.52454 0.55686 -0.87206  0.02
C22 -2.90714 0.33966 -0.59306  0.00
C23 -3.76624 0.43606 -1.84766  0.00
O7 2.49216 0.99306 -1.72186  0.00
C24 2.85046 2.21826 -2.36286  0.00
C25 2.59826 2.20776 -3.86066  0.00
H17 0.43596 -2.03594 -5.46616  0.00
H18 0.31186 -0.27564 -5.58776  0.00
H19 -0.94334 -1.19174 -4.75406  0.00
H20 1.96366 -0.90634 -3.82826  0.00
H21 0.72576 -1.87894 -2.99776  0.00
H22 -3.23794 1.03896 0.18364  0.00
H23 -2.95794 -0.67844 -0.19686  0.00
H24 -3.80014 1.45436 -2.22266  0.00
H25 -4.77674 0.10706 -1.62286  0.00
H26 -3.34524 -0.20554 -2.61746  0.00
H27 3.91866 2.33566 -2.15726  0.00
H28 2.30176 3.04236 -1.90166  0.00
H29 3.10596 1.36536 -4.32506  0.00
H30 2.96816 3.13306 -4.29376  0.00
H31 1.53446 2.12786 -4.05816  0.00
N3 -5.65134 -4.26274 3.19514  0.00
C26 -4.71714 -3.73694 2.78544  0.00
C27 -3.56194 -3.09754 2.28864  0.00
C28 -3.16624 -1.86244 2.80324  0.00
C29 -2.02584 -1.25204 2.31504  0.00
C30 -1.25774 -1.83484 1.30264  0.01
C31 -1.66504 -3.07494 0.81074  0.00
C32 -2.80134 -3.70414 1.28804  0.00
H32 -3.75234 -1.39044 3.58164  0.00
H33 -1.73834 -0.30044 2.74044  0.00
H34 -1.08824 -3.56644 0.04024  0.00
H35 -3.10704 -4.66264 0.89134  0.00

DFT (ωB97M-V with the def2-TZVPD basis set) results for a cluster of 3 separate species, C5H14O2 in total.

gap between HOMO and LUMO	0.3745	Ha
ΔE to the lowest compared entry with this formula, charge and spin	44.5	kcal per mole
energy	-9505.0710	eV
structure (SMILES)	C/C=C/CC.O.O

Last column: Löwdin charge in e.
Element x y z (Å)
C1 -0.02708 -2.66350 -0.75710  -0.11
C2 -0.80541 -1.56891 0.01498  -0.24
C3 0.08479 -0.71340 0.95876  -0.08
C4 0.16417 0.66181 1.16467  -0.14
C5 0.95778 1.79168 1.99933  -0.06
H1 0.47884 -2.17345 -1.68291  0.10
H2 0.71752 -3.09054 -0.11725  0.05
H3 -0.64761 -3.55023 -1.06728  0.08
H4 -1.30033 -0.84818 -0.69522  0.11
H5 -1.54543 -2.02238 0.58925  0.07
H6 0.68214 -1.32532 1.54121  0.07
H7 -0.58492 1.12624 0.65485  0.03
H8 2.04600 1.62097 2.14882  0.08
H9 0.83664 2.67712 1.51104  0.01
H10 0.45439 1.90996 3.03929  0.10
H11 -2.10954 1.41660 -2.32140  -0.01
H12 -0.82877 2.01235 -1.82516  0.04
O1 -1.76876 1.84583 -1.58589  -0.04
H13 1.00597 0.33599 -1.62452  -0.01
H14 0.91896 1.35403 -0.50990  0.02
O2 1.27066 1.20334 -1.43559  -0.05

DFT (ωB97M-V with the def2-TZVPD basis set) results for a structure of composition C35H37Cl3GeN3O2RuS2Sb2.

2S+1	5
net charge	+1
gap between HOMO and LUMO (alpha / beta)	0.1784 / 0.2423	Ha
⟨S²⟩	6.092
energy	-176863.6871	eV

Last column: Löwdin spin population.
Element x y z (Å)
Ru1 -0.09903 -1.67683 -2.03013  1.65
C1 3.19428 -2.57042 0.55109  0.00
C2 2.46601 -2.75833 1.87538  0.12
C3 1.12998 -3.38556 1.72462  0.70
Sb1 -1.14565 -0.31176 1.96799  0.66
C4 -2.17042 1.61037 1.98765  0.07
C5 -3.22734 1.82796 2.85669  0.02
C6 -3.89050 3.06057 2.91676  0.00
C7 -3.51881 4.13560 2.13059  0.00
C8 -2.46839 3.89777 1.22802  0.00
C9 -1.82733 2.66413 1.14796  0.01
C10 -0.14701 0.14192 3.71246  0.06
C11 -0.09696 1.42831 4.25675  0.03
C12 0.62762 1.76381 5.36695  -0.01
C13 1.37477 0.76523 6.04159  0.05
C14 1.30013 -0.52225 5.53486  0.00
C15 0.58587 -0.86587 4.38329  0.05
Sb2 2.32651 -1.16863 -0.94684  -0.01
C16 3.99554 -1.19749 -2.19030  0.00
C17 4.27149 -2.34226 -2.90453  0.00
C18 5.48709 -2.35259 -3.64224  0.00
C19 6.29496 -1.24257 -3.65907  0.00
C20 5.97968 -0.07292 -2.98835  0.00
C21 4.80599 -0.02971 -2.25772  0.00
C22 2.55998 0.66684 0.09826  0.01
C23 2.25667 1.81914 -0.58772  0.00
C24 2.27255 3.06662 0.03502  0.00
C25 2.49821 3.13896 1.38082  0.00
C26 2.79921 1.97289 2.10645  0.00
C27 2.87604 0.74403 1.46781  0.01
H1 3.23377 -3.55665 0.04178  0.00
H2 4.20985 -2.18221 0.61048  0.00
H3 2.34343 -1.77040 2.38065  0.03
H4 3.08906 -3.38281 2.53274  0.01
H5 0.73362 -3.86671 2.60882  0.04
H6 0.51181 -3.42432 0.82649  0.05
H7 -3.51796 1.04358 3.57271  0.01
H8 -4.65494 3.16147 3.68277  0.00
H9 -4.01805 5.10411 2.17946  0.00
H10 -2.09786 4.68612 0.56909  0.00
H11 -0.99994 2.62633 0.44805  0.00
H12 -0.54749 2.22725 3.71371  0.00
H13 0.60048 2.75131 5.78452  0.00
H14 1.89789 0.91733 7.00811  0.00
H15 1.81264 -1.27069 6.06759  0.00
H16 0.56687 -1.94474 4.08253  0.00
H17 3.57439 -3.20345 -2.86530  0.00
H18 5.82231 -3.22132 -4.23061  0.00
H19 7.24464 -1.32530 -4.13163  0.00
H20 6.65900 0.77431 -3.06278  0.00
H21 4.52599 0.84316 -1.67499  0.00
H22 2.03243 1.70214 -1.66456  0.00
H23 2.15471 4.01871 -0.45127  0.00
H24 2.57809 4.07441 1.89731  0.00
H25 2.96933 1.97475 3.16923  0.00
H26 3.28451 -0.09423 2.03027  0.00
C28 -1.28176 1.08585 -2.37911  0.03
O1 -0.48865 0.11878 -1.68719  0.32
H27 -0.89310 1.23366 -3.46694  0.01
H28 -1.19838 2.09034 -1.93964  0.00
H29 -2.30555 0.77860 -2.62243  0.01
Cl1 1.90344 -2.49889 -5.48978  -0.03
Ge1 0.51130 -1.05738 -4.53117  -0.07
Cl2 -1.02897 -0.62772 -5.91701  -0.03
Cl3 1.42731 0.98939 -4.42629  -0.03
O2 -0.29375 -4.66096 -4.05986  0.08
S1 -0.04939 -4.83200 -2.62869  0.05
N1 0.16963 -3.59256 -1.80387  0.03
N2 -2.47084 -3.14292 -0.40572  0.01
C29 -3.08816 -2.24889 -1.17921  0.00
S2 -2.41485 -2.04255 -2.70963  0.01
N3 -4.23645 -1.67407 -0.81181  0.00
C30 -4.80187 -0.48884 -1.34077  0.00
C31 -5.46389 -0.42443 -2.54004  0.00
C32 -6.07635 0.74239 -2.95000  0.00
C33 -5.97307 1.88746 -2.18789  0.00
C34 -5.24883 1.88319 -1.02397  0.00
C35 -4.65297 0.69152 -0.62100  0.00
H30 -1.67045 -3.62797 -0.80145  0.00
H31 -2.72561 -3.30018 0.55398  0.00
H32 -4.58882 -1.92949 0.09254  0.00
H33 -5.50884 -1.25534 -3.18759  0.00
H34 -6.58760 0.76655 -3.94734  0.00
H35 -6.32855 2.84098 -2.58126  0.00
H36 -5.12558 2.76589 -0.40095  0.00
H37 -4.02906 0.66048 0.30483  0.00